{
  "formula": "C4H12NO2",
  "method": "the ωB97M-V functional and the def2-TZVPD basis",
  "de_lowest_kj_mol": 52.2,
  "e_homo_ev": -2.85,
  "total_charge": -1,
  "homo_lumo_gap_ev": 6.903,
  "e_lumo_ha": 0.1489,
  "max_force_ev_per_a": 1.68,
  "elements": ["C", "C", "C", "N", "C", "O", "H", "H", "H", "H", "H", "H", "H", "H", "H", "H", "H", "H", "O"],
  "coordinates": [[1.215, -1.239, 0.022], [0.150, -0.359, 0.665], [0.668, 0.487, 1.865], [-0.596, 0.430, -0.302], [0.270, 1.151, -1.372], [1.132, 2.003, -0.837], [2.112, -0.671, -0.215], [1.450, -2.067, 0.691], [0.791, -1.621, -0.908], [-0.618, -1.020, 1.114], [1.122, 1.363, 1.388], [-0.237, 0.871, 2.345], [1.285, -0.025, 2.596], [-0.947, 1.252, 0.182], [0.766, 0.345, -1.969], [-0.501, 1.597, -2.042], [-2.788, -1.483, -1.539], [-2.236, -0.263, -0.692], [-3.040, -0.751, -0.993]],
  "mulliken_charge": [-1.67, 0.73, -1.35, -0.46, -0.60, -0.86, 0.32, 0.44, 0.40, 0.19, 0.29, 0.33, 0.41, 0.26, 0.25, 0.29, 0.29, 0.48, -0.73]
}

***

{
  "formula": "C5H6O",
  "method": "the ωB97M-V functional and the def2-TZVPD basis",
  "de_lowest_kj_mol": 542.7,
  "e_homo_ev": -8.64,
  "total_charge": 0,
  "homo_lumo_gap_ev": 8.890,
  "e_lumo_ha": 0.0093,
  "max_force_ev_per_a": 0.48,
  "elements": ["C", "C", "C", "C", "C", "O", "H", "H", "H", "H", "H", "H"],
  "coordinates": [[-0.994, 0.320, 0.209], [-0.959, -1.204, 0.075], [0.553, -1.360, 0.158], [0.796, -0.026, -0.068], [1.864, 0.898, 0.310], [1.729, 2.094, 0.448], [-0.960, 0.714, 1.222], [-0.001, 0.601, -0.699], [-1.664, 0.937, -0.406], [-1.366, -1.577, -0.871], [-1.491, -1.711, 0.887], [2.827, 0.374, 0.475]],
  "mulliken_charge": [-0.50, -0.35, -0.64, 0.37, -0.02, -0.52, 0.27, 0.08, 0.35, 0.30, 0.31, 0.34]
}

***

{
  "formula": "C14H42AlO7S7",
  "method": "the ωB97M-V functional and the def2-TZVPD basis",
  "de_lowest_kj_mol": 94.4,
  "e_homo_ev": -16.78,
  "total_charge": 3,
  "homo_lumo_gap_ev": 4.339,
  "e_lumo_ha": -0.4573,
  "max_force_ev_per_a": 2.49,
  "elements": ["Al", "C", "S", "O", "C", "H", "H", "H", "H", "H", "H", "C", "S", "O", "C", "H", "H", "H", "H", "H", "H", "C", "S", "O", "C", "H", "H", "H", "H", "H", "H", "C", "S", "O", "C", "H", "H", "H", "H", "H", "H", "C", "S", "O", "C", "H", "H", "H", "H", "H", "H", "C", "S", "O", "C", "H", "H", "H", "H", "H", "H", "C", "S", "O", "C", "H", "H", "H", "H", "H", "H"],
  "coordinates": [[0.847, 0.098, -0.365], [-2.884, -0.005, 2.131], [-2.032, 1.577, 2.133], [-1.040, 1.693, 0.983], [-3.394, 2.631, 1.552], [-3.570, -0.177, 1.301], [-3.506, -0.097, 3.027], [-2.210, -0.856, 2.230], [-3.795, 2.350, 0.575], [-2.987, 3.635, 1.528], [-4.299, 2.466, 2.142], [0.132, 2.079, -4.745], [1.730, 1.647, -4.011], [1.402, 0.642, -2.933], [2.396, 0.633, -5.349], [-0.412, 2.719, -4.051], [-0.501, 1.230, -4.997], [0.358, 2.670, -5.634], [1.573, 0.100, -5.824], [3.182, -0.080, -5.106], [2.875, 1.338, -6.031], [0.154, -3.915, 3.246], [0.719, -2.182, 3.005], [0.042, -1.534, 1.804], [-0.135, -1.635, 4.520], [0.496, -4.563, 2.444], [-0.925, -3.991, 3.407], [0.464, -4.330, 4.208], [0.040, -0.559, 4.580], [0.150, -2.207, 5.399], [-1.229, -1.663, 4.500], [0.260, 5.377, -1.843], [-0.185, 3.907, -0.813], [0.817, 2.755, -0.942], [-0.174, 4.683, 0.835], [-0.554, 5.483, -2.557], [1.198, 5.299, -2.392], [0.308, 6.297, -1.260], [-1.056, 5.330, 0.872], [0.667, 5.367, 0.952], [-0.329, 4.037, 1.691], [-0.150, -2.607, -3.871], [1.654, -2.529, -3.439], [1.691, -1.734, -2.163], [1.878, -4.226, -2.938], [-0.829, -2.560, -3.028], [-0.210, -3.513, -4.475], [-0.327, -1.770, -4.546], [1.480, -4.915, -3.682], [1.524, -4.510, -1.947], [2.964, -4.327, -2.877], [-3.149, -3.064, 0.736], [-2.178, -2.999, -0.772], [-1.058, -1.967, -0.688], [-1.334, -4.615, -0.505], [-3.936, -3.814, 0.641], [-3.702, -2.126, 0.795], [-2.601, -3.255, 1.657], [-2.136, -5.302, -0.224], [-0.756, -4.633, 0.417], [-0.930, -4.784, -1.496], [2.578, 3.178, 2.386], [1.767, 1.784, 3.230], [1.442, 0.681, 2.242], [3.216, 1.296, 4.321], [1.889, 3.533, 1.626], [3.522, 2.866, 1.938], [2.775, 4.004, 3.068], [3.818, 0.773, 3.579], [2.806, 0.689, 5.121], [3.703, 2.199, 4.679]],
  "mulliken_charge": [1.68, -0.67, 0.52, -0.50, -1.12, 0.37, 0.56, -0.17, 0.35, 0.32, 0.47, -0.86, 0.46, -0.26, -1.05, 0.23, 0.29, 0.44, 0.33, 0.37, 0.43, -1.05, 0.54, -0.39, -0.99, 0.31, 0.29, 0.45, 0.23, 0.45, 0.37, -1.09, 0.72, -0.57, -1.42, 0.40, 0.35, 0.43, 0.43, 0.58, 0.37, -0.46, 0.51, -0.43, -1.06, -0.14, 0.47, 0.24, 0.46, 0.24, 0.38, -0.64, 0.33, -0.44, -0.70, 0.54, 0.13, 0.08, 0.50, -0.01, 0.28, -0.65, 0.50, -0.46, -1.06, -0.28, 0.42, 0.47, 0.35, 0.35, 0.46]
}

***

{
  "formula": "C23H16ClN5OS",
  "method": "the ωB97M-V functional and the def2-TZVPD basis",
  "de_lowest_kj_mol": 4.4,
  "e_homo_ev": -8.54,
  "total_charge": 0,
  "homo_lumo_gap_ev": 8.280,
  "e_lumo_ha": -0.0096,
  "max_force_ev_per_a": 1.15,
  "elements": ["C", "C", "C", "C", "C", "C", "N", "C", "C", "C", "C", "C", "C", "S", "C", "C", "N", "C", "O", "C", "C", "C", "N", "C", "N", "N", "C", "C", "C", "C", "Cl", "H", "H", "H", "H", "H", "H", "H", "H", "H", "H", "H", "H", "H", "H", "H", "H"],
  "coordinates": [[2.355, 3.242, 0.704], [1.545, 2.023, 1.012], [2.185, 0.850, 1.401], [1.482, -0.292, 1.719], [0.088, -0.285, 1.684], [-0.694, -1.459, 2.001], [-1.975, -1.507, 1.939], [-2.469, -2.727, 2.277], [-3.815, -3.086, 2.307], [-4.151, -4.370, 2.675], [-3.172, -5.304, 3.014], [-1.832, -4.972, 2.991], [-1.486, -3.683, 2.623], [0.090, -2.970, 2.500], [-0.568, 0.883, 1.303], [0.148, 2.015, 0.942], [-0.570, 3.147, 0.490], [-0.539, 3.685, -0.758], [-1.210, 4.646, -1.059], [0.353, 2.969, -1.731], [0.200, 1.602, -1.916], [1.005, 0.913, -2.814], [0.876, -0.475, -2.934], [1.839, -1.392, -3.262], [1.358, -2.593, -3.223], [0.061, -2.508, -2.881], [-0.224, -1.258, -2.700], [1.949, 1.606, -3.568], [2.088, 2.971, -3.410], [1.299, 3.653, -2.493], [1.524, 5.346, -2.279], [1.737, 4.135, 0.671], [3.124, 3.375, 1.463], [2.855, 3.136, -0.259], [3.264, 0.842, 1.454], [2.006, -1.193, 2.002], [-4.563, -2.356, 2.042], [-5.190, -4.662, 2.703], [-3.466, -6.303, 3.297], [-1.072, -5.692, 3.251], [-1.647, 0.886, 1.272], [-1.285, 3.520, 1.101], [-0.543, 1.067, -1.348], [2.854, -1.142, -3.490], [-1.189, -0.881, -2.435], [2.563, 1.083, -4.284], [2.812, 3.515, -3.994]],
  "mulliken_charge": [-1.91, 1.25, -0.91, -0.95, 0.94, 0.52, -0.49, -0.39, -0.52, -0.51, -0.43, -0.63, 0.97, -0.36, -0.32, -0.50, -0.02, -0.24, -0.63, -0.17, 0.20, 0.59, 0.06, -0.11, -0.52, -0.48, -0.12, -0.49, -0.74, 0.40, -0.18, 0.36, 0.59, 0.26, 0.47, 0.41, 0.46, 0.38, 0.38, 0.39, 0.59, 0.26, 0.29, 0.43, 0.54, 0.46, 0.45]
}

***

{
  "formula": "C14H15N5O4",
  "method": "the ωB97M-V functional and the def2-TZVPD basis",
  "de_lowest_kj_mol": 0.0,
  "e_homo_ev": -8.57,
  "total_charge": 0,
  "homo_lumo_gap_ev": 6.256,
  "e_lumo_ha": -0.0852,
  "max_force_ev_per_a": 5.56,
  "elements": ["N", "C", "C", "C", "C", "N", "O", "O", "C", "C", "C", "N", "O", "N", "O", "H", "H", "C", "C", "N", "C", "C", "C", "C", "C", "H", "H", "H", "H", "H", "H", "H", "H", "H", "H", "H", "H", "H"],
  "coordinates": [[-6.886, 3.498, 4.122], [-6.034, 3.394, 3.339], [-4.981, 3.273, 2.437], [-3.685, 3.360, 2.881], [-2.582, 3.236, 2.017], [-1.248, 3.367, 2.568], [-1.106, 4.028, 3.606], [-0.307, 2.817, 1.986], [-2.763, 3.020, 0.670], [-4.071, 2.947, 0.208], [-5.179, 3.065, 1.041], [-6.309, 2.963, 0.310], [-6.017, 2.791, -0.968], [-4.670, 2.790, -1.028], [-4.004, 2.661, -2.085], [-3.493, 3.527, 3.930], [-1.923, 2.912, 0.000], [-0.298, -2.155, 1.531], [-0.890, -0.739, 1.690], [-1.382, -0.232, 0.368], [-2.451, -1.129, -0.158], [-1.909, -2.560, -0.357], [-0.414, -2.590, 0.048], [0.349, -1.564, -0.830], [-0.269, -0.165, -0.618], [0.753, -2.176, 1.847], [-0.822, -2.871, 2.175], [-1.721, -0.723, 2.402], [-0.145, -0.032, 2.070], [-3.294, -1.112, 0.541], [-2.826, -0.708, -1.097], [-2.476, -3.280, 0.246], [-2.024, -2.881, -1.400], [0.004, -3.602, -0.092], [1.413, -1.564, -0.566], [0.297, -1.858, -1.885], [-0.655, 0.252, -1.554], [0.474, 0.549, -0.247]],
  "mulliken_charge": [-0.47, -0.12, 0.12, -0.55, 0.21, 0.95, -0.57, -0.54, -0.57, 0.43, 0.76, -0.66, -0.11, 0.86, -0.69, 0.59, 0.34, -0.93, -0.70, 0.03, -0.70, -0.93, 0.22, -0.92, -0.82, 0.40, 0.34, 0.41, 0.27, 0.39, 0.31, 0.36, 0.39, 0.37, 0.38, 0.35, 0.45, 0.34]
}

***

{
  "formula": "C4H9BrOS",
  "method": "the ωB97M-V functional and the def2-TZVPD basis",
  "de_lowest_kj_mol": 327.0,
  "e_homo_ev": [-8.20, -7.55],
  "total_charge": 0,
  "homo_lumo_gap_ev": [8.266, 7.522],
  "e_lumo_ha": [0.0025, -0.0010],
  "max_force_ev_per_a": 3.02,
  "elements": ["C", "C", "C", "C", "O", "S", "Br", "H", "H", "H", "H", "H", "H", "H", "H", "H"],
  "coordinates": [[-1.797, -1.891, -0.233], [1.427, 1.543, 0.160], [1.622, 0.041, -0.055], [-1.878, -0.489, -0.648], [1.045, 2.309, -0.983], [1.161, -1.061, 1.160], [-2.418, 0.728, 0.785], [-2.122, -2.501, -1.083], [-2.337, -2.076, 0.829], [-0.623, -2.075, -0.023], [0.566, 1.795, 0.950], [2.294, 1.814, 0.756], [1.388, -0.286, -1.037], [-1.031, -0.178, -1.264], [1.772, 2.536, -1.489], [0.931, -0.209, 2.175]],
  "mulliken_charge": [-0.50, -0.38, -0.37, -0.36, -0.49, -0.20, -0.17, 0.29, 0.26, 0.00, 0.19, 0.39, 0.46, 0.45, 0.29, 0.14]
}